Record 1
12
Properties=species:S:1:pos:R:3:mulliken_charge:R:1 method="wB97M-V/def2-TZVPD" de_lowest_ev=4.587 homo_lumo_gap_ha="0.29126 / 0.29361"
C -1.584 -0.286 0.101 -1.282
C -0.132 0.088 0.178 0.247
C 0.916 -0.711 -0.414 -0.053
N 2.128 -0.295 -0.447 -0.597
N 1.282 1.980 1.117 -0.441
C 0.348 1.324 0.708 0.266
H -1.977 -0.320 -0.923 0.302
H -1.719 -1.286 0.531 0.371
H -2.204 0.403 0.684 0.361
H 0.599 -1.701 -0.771 0.376
H 2.753 -1.033 -0.772 0.247
H -0.410 1.837 0.010 0.202

---

Record 2
70
Properties=species:S:1:pos:R:3:mulliken_charge:R:1 method="wB97M-V/def2-TZVPD" charge=-2 de_lowest_ev=3.021 homo_lumo_gap_ha=0.11605
Pd 0.636 0.654 0.115 0.341
C -2.546 3.483 2.834 -0.929
N -2.108 3.958 1.540 0.406
C -2.823 5.084 1.002 -1.055
C -0.856 3.578 1.121 0.797
O -0.146 2.885 1.820 -0.641
C -0.368 4.124 -0.215 -0.963
O 0.673 3.344 -0.739 -0.256
C 0.282 2.497 -1.824 -1.135
C -0.719 1.423 -1.367 0.051
O -1.705 1.832 -0.675 -0.741
N -0.891 0.376 -2.313 0.993
C -1.931 -0.567 -1.978 -0.902
C -0.751 0.661 -3.713 -1.204
H -2.267 4.171 3.644 0.315
H -2.092 2.515 3.024 0.141
H -3.634 3.375 2.828 0.343
H -2.631 6.008 1.568 0.307
H -3.897 4.886 1.041 0.312
H -2.559 5.258 -0.037 0.349
H 0.026 5.134 -0.032 0.351
H -1.192 4.186 -0.923 0.370
H 1.210 2.071 -2.197 0.601
H -0.190 3.116 -2.608 0.367
H -1.883 -0.774 -0.911 -0.100
H -1.748 -1.507 -2.504 0.253
H -2.938 -0.195 -2.229 0.317
H 0.203 1.147 -3.927 0.348
H -1.561 1.299 -4.122 0.251
H -0.764 -0.283 -4.263 0.351
C 5.242 0.129 0.214 -1.204
S 3.485 0.504 -0.205 0.877
C 3.208 1.390 1.348 -0.722
O 3.623 1.561 -1.249 -0.748
H 5.772 1.052 0.463 0.359
H 5.675 -0.322 -0.679 0.338
H 5.282 -0.585 1.040 0.330
H 3.438 0.735 2.190 0.345
H 2.167 1.722 1.435 -0.109
H 3.879 2.253 1.316 0.375
C 1.229 -2.564 -2.759 -1.051
C 1.440 -3.571 -1.621 0.089
C 2.757 -3.290 -0.887 -1.242
C 0.251 -3.642 -0.679 0.796
C -0.507 -4.790 -0.682 -0.363
C -1.617 -4.969 0.157 -1.316
C -1.893 -3.928 1.047 -0.588
C -1.197 -2.731 1.101 0.300
C -1.540 -1.836 2.289 0.479
C -1.918 -0.374 2.050 -0.898
C -0.407 -1.905 3.325 -1.509
C -0.091 -2.451 0.150 0.428
N 0.601 -1.367 -0.027 -0.681
H 2.104 -2.531 -3.425 0.523
H 1.058 -1.573 -2.329 -0.211
H 0.355 -2.849 -3.356 0.238
H 1.533 -4.567 -2.078 0.344
H 2.658 -2.335 -0.365 -0.193
H 3.597 -3.243 -1.595 0.444
H 2.963 -4.079 -0.157 0.391
H -0.218 -5.596 -1.360 0.214
H -2.209 -5.877 0.143 0.270
H -2.711 -4.063 1.758 0.194
H -2.432 -2.293 2.740 0.325
H -1.067 0.216 1.713 -0.234
H -2.286 0.060 2.993 0.631
H -2.699 -0.266 1.296 0.217
H 0.502 -1.484 2.886 0.069
H -0.205 -2.943 3.600 0.429
H -0.650 -1.334 4.233 0.429

---

Record 3
131
Properties=species:S:1:pos:R:3:mulliken_charge:R:1 method="wB97M-V/def2-TZVPD" spin_multiplicity=5 s_squared=6.02 homo_lumo_gap_ha="0.28027 / 0.32541"
O -4.156 -4.089 -2.144 -0.513
S -5.129 -4.286 -3.149 1.173
O -5.030 -5.387 -4.045 -0.599
O -5.331 -2.947 -3.975 -0.230
C -6.726 -2.814 -4.337 -0.427
C -7.457 -3.986 -3.633 -0.058
B -8.953 -3.673 -3.182 0.525
O -9.200 -3.081 -1.984 -0.540
O -9.973 -3.931 -4.046 -0.512
O -6.586 -4.266 -2.507 -0.349
H -7.026 -1.850 -3.931 0.341
H -6.840 -2.832 -5.418 0.234
H -7.431 -4.873 -4.274 0.300
H -9.826 -3.509 -1.396 0.309
H -9.727 -4.406 -4.845 0.313
C -2.718 -1.507 -0.386 -1.100
C -1.990 -0.801 -1.532 1.857
C -0.623 -1.442 -1.797 -1.606
C 0.374 -1.190 -0.673 0.704
C 0.531 0.301 -0.384 -1.224
C -0.790 1.052 -0.167 2.564
N -1.762 0.660 -1.248 0.719
O -1.666 1.375 -2.306 -0.610
C -1.352 0.781 1.233 -1.934
C -0.551 2.557 -0.263 -2.426
C -2.872 -0.907 -2.769 -2.111
H -3.080 -2.467 -0.753 0.371
H -2.090 -1.707 0.476 -0.250
H -3.578 -0.921 -0.060 0.355
H -0.226 -1.031 -2.731 0.400
H -0.773 -2.514 -1.955 0.504
H 0.073 -1.721 0.234 -0.947
H 1.348 -1.599 -0.953 0.715
H 1.151 0.443 0.504 -0.227
H 1.061 0.769 -1.220 0.453
H -2.350 1.210 1.334 0.377
H -0.698 1.261 1.962 0.469
H -1.400 -0.272 1.491 0.271
H -0.062 2.826 -1.196 0.516
H 0.090 2.855 0.569 0.400
H -1.489 3.108 -0.191 0.554
H -3.828 -0.405 -2.608 0.461
H -3.070 -1.952 -3.007 0.314
H -2.396 -0.450 -3.633 0.442
C 5.417 -1.084 2.168 -2.012
C 4.785 0.037 1.342 2.081
C 4.329 -0.481 -0.025 -0.787
C 5.493 -0.822 -0.951 -0.803
C 6.436 0.368 -1.120 -1.290
C 6.909 0.995 0.202 1.551
N 5.722 1.187 1.104 0.579
O 5.122 2.305 0.929 -0.645
C 7.995 0.141 0.862 -1.683
C 7.518 2.369 -0.065 -1.845
C 3.592 0.552 2.142 -1.871
H 4.616 -1.744 2.508 0.391
H 6.118 -1.703 1.619 0.239
H 5.921 -0.684 3.049 0.412
H 3.709 0.287 -0.498 0.343
H 3.691 -1.356 0.132 0.213
H 6.038 -1.695 -0.579 0.338
H 5.102 -1.104 -1.930 0.399
H 7.324 0.070 -1.685 0.419
H 5.931 1.141 -1.706 0.401
H 8.227 0.522 1.858 0.358
H 8.898 0.203 0.254 0.474
H 7.736 -0.908 0.948 0.289
H 6.840 3.010 -0.620 0.385
H 8.432 2.233 -0.647 0.410
H 7.771 2.869 0.870 0.450
H 3.919 0.972 3.094 0.584
H 2.925 -0.289 2.342 0.271
H 3.048 1.321 1.600 0.389
C 2.849 -6.904 2.999 -1.757
C 2.902 -5.533 3.680 1.766
C 2.476 -5.623 5.149 -1.288
C 0.988 -5.917 5.318 -0.578
C 0.130 -4.893 4.578 -1.192
C 0.515 -4.692 3.104 2.034
N 2.007 -4.529 3.007 0.581
O 2.396 -3.321 3.163 -0.552
C 0.012 -5.848 2.236 -1.861
C -0.126 -3.415 2.567 -2.588
C 4.340 -5.031 3.572 -2.022
H 3.692 -7.495 3.359 0.487
H 1.950 -7.469 3.218 0.296
H 2.943 -6.802 1.918 0.354
H 2.710 -4.670 5.632 0.367
H 3.082 -6.390 5.638 0.398
H 0.754 -6.931 4.981 0.334
H 0.736 -5.887 6.380 0.408
H -0.922 -5.189 4.611 0.360
H 0.205 -3.929 5.089 0.416
H 0.403 -5.762 1.221 0.364
H -1.076 -5.791 2.186 0.475
H 0.264 -6.830 2.620 0.344
H 0.108 -2.552 3.183 0.474
H -1.209 -3.553 2.547 0.536
H 0.218 -3.217 1.551 0.537
H 4.627 -4.905 2.527 0.455
H 5.000 -5.772 4.027 0.475
H 4.474 -4.081 4.081 0.370
C -3.263 8.943 -1.468 -1.707
C -2.857 7.749 -0.600 1.669
C -1.339 7.702 -0.394 -1.293
C -0.578 7.347 -1.667 -0.627
C -1.074 6.031 -2.263 -0.618
C -2.598 5.956 -2.459 1.850
N -3.274 6.438 -1.204 0.518
O -3.461 5.517 -0.335 -0.610
C -3.036 6.760 -3.686 -1.883
C -3.014 4.508 -2.689 -1.736
C -3.572 7.901 0.739 -1.886
H -3.169 9.849 -0.867 0.467
H -2.641 9.081 -2.346 0.272
H -4.301 8.853 -1.787 0.351
H -1.121 6.954 0.375 0.360
H -1.012 8.670 -0.003 0.393
H -0.654 8.155 -2.400 0.334
H 0.484 7.250 -1.434 0.424
H -0.604 5.853 -3.234 0.499
H -0.772 5.207 -1.611 -0.206
H -4.125 6.810 -3.741 0.375
H -2.675 6.245 -4.577 0.454
H -2.643 7.771 -3.718 0.314
H -2.648 3.849 -1.911 0.141
H -2.592 4.169 -3.636 0.381
H -4.099 4.412 -2.735 0.491
H -4.654 7.872 0.604 0.451
H -3.300 8.867 1.169 0.426
H -3.294 7.114 1.435 0.384

---

Record 4
91
Properties=species:S:1:pos:R:3:mulliken_charge:R:1 method="wB97M-V/def2-TZVPD" spin_multiplicity=3 s_squared=2.00 de_lowest_ev=0.000 homo_lumo_gap_ha="0.36514 / 0.34588"
Ni 0.340 -0.947 -1.084 2.469
C -3.045 -0.759 -3.652 0.635
F -3.689 -0.907 -4.769 -0.215
F -2.766 0.556 -3.438 -0.164
F -3.831 -1.243 -2.662 -0.185
S -1.332 -1.707 -3.642 0.201
O -1.355 -2.830 -4.580 -0.500
O -0.363 -0.729 -4.058 -0.474
N -1.131 -1.987 -1.893 0.034
S -1.889 -3.409 -1.743 0.603
O -2.950 -3.670 -2.640 -0.608
O -1.022 -4.613 -1.597 -0.600
C -2.791 -3.082 0.002 0.647
F -3.290 -1.801 -0.072 -0.227
F -3.763 -3.979 0.192 -0.226
F -1.892 -3.269 1.035 -0.239
C 1.799 -3.655 -4.076 0.773
F 0.768 -4.434 -3.930 -0.160
F 2.707 -4.274 -4.796 -0.250
F 1.427 -2.558 -4.722 -0.189
S 2.444 -3.116 -2.337 0.389
O 1.735 -3.879 -1.370 -0.527
O 3.878 -3.375 -2.348 -0.567
N 1.948 -1.384 -2.131 -0.175
S 3.108 -0.571 -2.911 0.568
O 3.808 -1.165 -4.064 -0.628
O 2.732 0.786 -3.223 -0.666
C 4.458 -0.361 -1.545 0.709
F 4.303 -1.263 -0.614 -0.181
F 5.697 -0.582 -2.075 -0.275
F 4.479 0.896 -1.001 -0.224
O -3.406 1.408 0.299 -0.699
S -2.060 1.063 0.739 -0.156
O -1.315 0.057 0.049 0.682
O -1.254 2.495 0.952 0.515
C -1.929 3.597 1.603 -0.799
C -1.215 3.871 2.946 -0.913
C -2.274 0.595 2.552 -1.289
H -2.977 3.367 1.798 0.585
H -1.863 4.491 0.984 0.228
H -0.238 4.347 2.859 0.344
H -1.061 2.893 3.402 -0.008
H -1.782 4.545 3.588 0.437
H -1.287 0.288 2.898 0.091
H -2.795 -0.361 2.575 0.534
H -2.790 1.341 3.157 0.544
O 3.709 0.589 1.563 -0.659
S 2.321 1.010 1.331 0.452
O 1.482 0.274 0.384 0.187
O 1.482 1.211 2.733 0.189
C 2.185 1.685 3.847 -0.483
C 1.314 1.644 5.103 -1.107
C 2.259 2.822 0.772 -0.928
H 2.294 2.750 3.640 0.314
H 3.122 1.145 3.981 0.434
H 2.026 1.615 5.928 0.399
H 0.638 0.789 5.111 0.144
H 0.669 2.521 5.148 0.293
H 2.473 2.765 -0.295 0.422
H 2.916 3.506 1.310 0.542
H 1.240 3.203 0.827 -0.066
O 0.780 -2.407 0.404 -0.156
S 1.289 -2.936 1.686 0.889
O 2.617 -2.581 2.208 -0.724
O 0.142 -2.444 2.861 -0.163
C 0.563 -2.512 4.239 0.044
C -0.583 -2.243 5.214 -1.319
C 0.995 -4.741 1.727 -1.046
H 1.143 -1.590 4.269 -0.086
H 1.230 -3.357 4.410 0.486
H -0.223 -2.021 6.219 0.393
H -1.118 -3.189 5.296 0.428
H -1.312 -1.516 4.856 0.169
H 1.658 -5.183 0.984 0.419
H -0.059 -4.982 1.586 0.283
H 1.290 -5.087 2.718 0.416
O 0.697 3.552 -1.699 -0.824
S -0.050 2.515 -2.402 0.880
O 0.159 1.137 -1.988 -0.295
O -1.607 2.727 -1.987 0.170
C -2.213 3.954 -2.146 -0.072
C -3.409 3.661 -3.030 -1.331
C 0.174 2.719 -4.232 -1.015
H -1.621 4.708 -2.664 0.386
H -2.452 4.404 -1.182 -0.021
H -4.074 2.955 -2.532 0.265
H -3.243 3.292 -4.042 0.274
H -3.946 4.604 -3.129 0.490
H -0.381 1.965 -4.789 0.247
H 1.225 2.610 -4.502 0.403
H -0.079 3.767 -4.396 0.432

---

Record 5
11
Properties=species:S:1:pos:R:3:mulliken_charge:R:1 method="wB97M-V/def2-TZVPD" de_lowest_ev=4.600 homo_lumo_gap_ha=0.32234
C -2.870 -1.152 0.154 -0.296
C -1.617 -0.906 -0.111 -0.206
C -0.405 -0.162 0.196 0.550
C -0.030 1.133 0.465 -0.491
N 1.284 1.193 0.128 0.287
N 1.797 0.039 -0.310 -0.774
C 0.782 -0.791 -0.250 -0.382
H -1.198 -1.459 -0.985 0.233
H -0.558 1.992 0.853 0.425
H 1.908 1.973 0.221 0.201
H 0.907 -1.861 -0.362 0.452

---

Record 6
35
Properties=species:S:1:pos:R:3:mulliken_charge:R:1 method="wB97M-V/def2-TZVPD" charge=+1 smiles=C#[N+][C@H](C)[C@@]12C[C@@H]3C[C@H]4[C@H](C)C[C@]31[C@H]4C2 de_lowest_ev=7.220 homo_lumo_gap_ha=0.29453
C 0.737 3.432 0.523 -0.036
N 1.560 2.819 0.034 0.185
C 2.303 1.708 -0.123 0.010
C 2.388 1.579 -1.676 -1.189
C 1.392 0.593 0.510 0.566
C 1.209 0.521 2.064 -1.060
C -0.233 -0.033 1.749 -0.238
C -0.650 -1.447 1.797 -1.317
C -1.071 -1.688 0.380 -0.162
C -2.168 -0.690 -0.125 0.597
C -2.739 -1.314 -1.365 -1.431
C -1.330 0.635 -0.531 -1.456
C -0.087 0.273 0.165 0.701
C 0.245 -1.074 -0.355 -0.579
C 1.670 -0.915 -0.010 -1.240
H -0.063 4.087 0.510 0.414
H 3.362 1.642 0.402 0.407
H 2.664 2.674 -1.989 0.410
H 1.375 1.255 -1.980 0.290
H 3.164 0.810 -1.814 0.332
H 1.183 1.552 2.504 0.349
H 1.890 -0.059 2.815 0.279
H -0.856 0.534 2.403 0.474
H 0.266 -2.007 1.952 0.413
H -1.371 -1.937 2.563 0.269
H -1.346 -2.686 0.080 0.681
H -2.925 -0.431 0.664 0.385
H -3.501 -0.585 -1.992 0.296
H -3.234 -2.321 -1.172 0.380
H -1.956 -1.484 -2.097 0.293
H -1.880 1.502 -0.057 0.341
H -1.205 0.860 -1.562 0.338
H 0.050 -1.109 -1.350 0.643
H 2.045 -1.497 0.787 0.377
H 2.268 -1.215 -0.986 0.275

---

Record 7
71
Properties=species:S:1:pos:R:3:mulliken_charge:R:1 method="wB97M-V/def2-TZVPD" charge=-2 de_lowest_ev=0.185 homo_lumo_gap_ha=0.18983
Cd -1.725 0.288 -0.542 3.491
N 1.182 0.640 1.860 0.423
P 0.986 -0.747 0.866 1.046
C 1.260 -2.077 2.107 0.200
C 0.114 -2.619 2.685 -0.289
C 0.230 -3.566 3.697 -0.643
C 1.481 -3.987 4.122 -0.415
C 2.629 -3.455 3.540 -0.603
C 2.517 -2.501 2.541 -0.524
C 2.607 -0.745 0.020 0.062
C 3.465 0.348 -0.006 -0.794
C 4.634 0.310 -0.758 -0.663
C 4.953 -0.816 -1.498 -0.500
C 4.094 -1.910 -1.492 -0.738
C 2.931 -1.871 -0.742 -0.107
C 0.126 1.413 2.326 -0.221
C 0.323 2.165 3.493 -0.919
C -0.720 2.920 3.980 -0.585
C -1.936 2.898 3.315 -1.215
C -2.038 2.123 2.176 -0.599
N -1.025 1.417 1.660 0.884
H 1.964 0.627 2.499 0.391
H -0.865 -2.283 2.348 -0.031
H -0.671 -3.963 4.148 0.445
H 1.567 -4.728 4.908 0.345
H 3.609 -3.784 3.867 0.386
H 3.413 -2.092 2.086 0.303
H 3.194 1.250 0.528 0.389
H 5.278 1.180 -0.787 0.372
H 5.852 -0.836 -2.103 0.359
H 4.317 -2.781 -2.097 0.412
H 2.253 -2.719 -0.759 0.441
H 1.278 2.127 4.001 0.399
H -0.590 3.502 4.885 0.377
H -2.799 3.437 3.678 0.462
H -2.979 2.030 1.653 0.478
I 2.581 2.978 -2.663 -0.055
C 1.913 1.045 -3.070 -0.431
C 2.597 0.262 -4.001 -0.320
C 2.198 -1.018 -4.285 -0.007
I 3.348 -2.137 -5.630 -0.021
C 1.071 -1.578 -3.633 0.899
C 0.575 -2.888 -3.827 -0.851
C -0.512 -3.327 -3.125 -0.985
C -1.137 -2.457 -2.213 -0.848
N -0.691 -1.244 -2.021 0.305
C 0.383 -0.782 -2.689 0.045
C 0.805 0.583 -2.337 -0.134
O 0.222 1.244 -1.433 -0.457
H 3.465 0.679 -4.495 0.325
H 1.071 -3.539 -4.537 0.165
H -0.900 -4.327 -3.263 0.390
H -1.998 -2.748 -1.621 0.577
Br -0.538 4.318 -0.029 -0.149
C -2.349 3.917 -0.472 0.051
C -3.313 4.870 -0.193 -0.720
C -4.610 4.590 -0.600 -0.250
C -4.866 3.422 -1.294 -0.767
C -3.824 2.530 -1.511 0.556
N -2.586 2.768 -1.064 0.143
C -4.057 1.267 -2.361 -0.006
O -5.065 1.303 -3.074 -0.796
O -3.179 0.370 -2.288 -0.768
H -3.048 5.785 0.317 0.412
H -5.406 5.295 -0.390 0.388
H -5.840 3.167 -1.683 0.459
O -4.630 -2.006 1.083 -0.711
S -3.504 -1.134 1.366 0.991
O -2.242 -1.625 0.684 -0.852
O -3.706 0.245 0.808 -0.735
S -3.141 -1.024 3.339 -0.663

---

Record 8
54
Properties=species:S:1:pos:R:3:mulliken_charge:R:1 method="wB97M-V/def2-TZVPD" spin_multiplicity=3 s_squared=2.01 charge=+2 de_lowest_ev=0.204 homo_lumo_gap_ha="0.31475 / 0.32963"
W 0.047 0.733 -0.597 2.807
N -0.972 -1.374 -0.694 -0.722
C -1.094 -2.072 -2.014 -0.669
C -1.605 -1.110 -3.117 -0.644
C -0.908 0.132 -2.695 0.799
O 0.364 0.167 -2.653 -0.632
O -1.527 0.959 -1.925 -0.697
H -0.447 -1.966 -0.055 0.207
H -1.883 -1.307 -0.242 0.226
H -1.749 -2.936 -1.926 0.441
H -0.097 -2.409 -2.289 0.386
H -2.682 -0.966 -3.082 0.378
H -1.300 -1.477 -4.093 0.354
C 0.154 -2.653 3.379 -1.727
C -0.006 -1.195 2.964 1.631
C 0.024 -0.265 4.171 -1.553
O -1.222 -1.013 2.219 -0.324
C 1.156 -0.815 2.040 0.044
O 2.306 -1.050 2.316 -0.698
O 0.861 -0.195 0.909 -0.741
H -0.622 -2.922 4.095 0.439
H 1.127 -2.803 3.844 0.393
H 0.072 -3.316 2.516 0.332
H -0.783 -0.527 4.857 0.498
H -0.097 0.777 3.867 0.228
H 0.970 -0.369 4.700 0.382
H -1.947 -1.153 2.842 0.323
Br 1.280 2.887 2.003 0.017
C -0.586 2.774 1.794 0.268
C -1.384 3.578 2.583 -0.650
C -2.757 3.459 2.482 -0.272
C -3.279 2.532 1.591 -0.883
C -2.418 1.779 0.834 -0.248
N -1.067 1.877 0.916 -0.020
H -0.928 4.278 3.267 0.487
H -3.405 4.076 3.088 0.454
H -4.345 2.401 1.477 0.481
H -2.795 1.076 0.105 0.453
C 2.204 4.460 -2.774 -0.976
N 2.681 3.253 -2.081 0.152
C 4.000 2.884 -2.093 -0.253
C 4.441 1.779 -1.461 -1.104
C 3.501 0.971 -0.749 0.804
N 2.199 1.316 -0.836 -0.119
C 1.817 2.443 -1.446 0.620
O 0.563 2.655 -1.362 -0.828
N 3.860 -0.060 -0.018 -0.154
H 2.939 5.251 -2.658 0.391
H 1.265 4.772 -2.328 0.319
H 2.050 4.248 -3.830 0.344
H 4.664 3.549 -2.628 0.469
H 5.492 1.533 -1.462 0.455
H 4.836 -0.300 0.050 0.259
H 3.226 -0.500 0.656 0.073